A structure of composition C17H31AsF6NO7P2Zr. Source: the Open Molecules 2025 dataset; level of theory: the ωB97M-V functional and the def2-TZVPD basis.

Output
HOMO (spin up / spin down) ... -15.90 / -16.13 eV
Multiplicity ... 2
Expectation value of S² ... 0.769
Charge ... +2
E_LUMO (spin up / spin down) ... -0.2400 / -0.3720 Eh
Gap between HOMO and LUMO (spin up / spin down) ... 9.374 / 6.009 eV

Last column: Mulliken spin population.
Element x y z (Å)
H  3.7558  -3.1250  1.4073  0.00
H  0.1460  0.9787  -3.2301  0.01
H  -0.8052  2.2754  2.2298  0.00
C  -2.4901  1.2830  -7.1943  0.26
H  0.2437  0.6562  5.4538  0.00
H  -0.9843  0.6215  4.1773  0.00
H  0.6820  3.2283  2.0405  0.00
H  -0.5758  -2.0275  -4.6960  0.00
O  0.8455  -4.1879  0.1034  0.00
P  1.2968  -0.0918  1.9777  0.00
O  0.7706  0.5062  0.6281  0.00
H  -2.8820  1.3876  -8.1981  0.00
H  -3.4033  1.7832  -3.9681  0.00
C  3.6404  -1.3869  2.6821  0.00
H  3.9254  0.4574  3.7811  0.00
Zr  -0.7881  -0.8107  0.3965  0.01
C  2.8896  -2.1020  3.7881  0.00
H  -0.5771  0.5396  -7.8732  0.00
C  -3.2979  1.6405  -6.0926  0.04
H  2.4105  3.2401  3.8818  0.00
P  -3.4779  0.5587  0.8696  0.00
H  4.8845  -1.8226  0.9791  0.00
F  -2.3532  0.2885  2.0268  0.00
As  -1.3376  -0.9381  -2.5322  0.14
F  -3.5977  2.0555  1.2320  0.00
C  -2.8068  1.5054  -4.8286  0.10
O  0.1309  -1.1204  2.2066  0.00
C  -0.6813  0.6570  -5.7482  0.10
C  4.5014  -0.2502  3.1868  0.00
H  2.3187  -1.4097  4.4068  0.00
H  -4.2937  2.0253  -6.2639  0.00
O  2.6378  -0.7729  1.7122  0.00
F  -4.6331  0.0005  1.7166  0.00
H  3.6150  -2.5957  4.4347  0.00
F  -4.2709  0.6610  -0.4741  0.00
C  1.7026  2.7706  4.5639  0.00
C  4.4106  -2.3495  1.8060  0.00
N  0.2975  -3.1636  -0.0191  0.00
H  2.2449  2.1275  5.2559  0.00
H  -3.3838  -2.3295  -2.6563  0.00
F  -3.0038  -1.0533  0.3865  0.00
H  -1.4086  1.6034  -2.5640  0.01
H  -0.8883  1.9991  5.2750  0.00
H  -3.2653  -1.3573  -4.1359  0.00
C  -0.2996  1.2613  4.7289  0.00
H  1.2077  3.5522  5.1404  0.00
C  -1.1776  0.7920  -7.0101  0.05
H  5.1881  -2.8281  2.4012  0.00
C  -1.4747  1.0280  -4.6186  0.18
O  1.4832  0.9171  3.1053  0.00
C  -0.0336  2.8298  2.7589  0.00
H  -0.4433  -3.1193  -3.3113  0.00
C  -3.1579  -1.3392  -3.0531  0.01
H  -0.5159  3.6686  3.2616  0.00
H  0.3286  0.3022  -5.5853  0.00
O  -0.9629  -2.9688  0.2635  0.00
H  -3.8461  -0.6249  -2.6066  0.00
C  0.6584  1.9824  3.8052  0.00
H  0.7811  -1.8607  -3.5361  0.00
O  0.8565  -2.0713  -0.4104  0.00
C  -0.2750  -2.0969  -3.6523  0.01
C  -0.9413  0.9273  -3.2775  0.06
H  2.2225  -2.8649  3.3871  0.00
H  5.2896  -0.6620  3.8180  0.00
H  4.9703  0.2762  2.3563  0.00
F  -2.0024  0.9433  -0.0962  0.00

Forces on atoms 1 to 2 (eV/Å):
0.00 0.02 0.01
0.00 0.01 0.01



The molecule C4H5NO3. Source: the Open Molecules 2025 dataset; level of theory: the ωB97M-V functional and the def2-TZVPD basis.

Output
HOMO ... -9.86 eV
SMILES ... O=C(O)C(=O)N1CC1
E_LUMO ... -0.0122 Eh
Gap between HOMO and LUMO ... 9.529 eV

Last column: Löwdin charge in e.
Element x y z (Å)
H  2.0298  2.3347  1.1356  0.16
O  1.2985  -0.6712  -1.3567  0.02
C  -0.2577  1.9511  1.5083  -0.12
O  -0.4551  -2.4078  -1.1613  0.06
H  -0.5638  1.2563  2.4465  0.13
C  1.2220  1.4380  1.2911  -0.11
C  0.0231  -1.2127  -0.9616  -0.26
C  -0.6198  -0.0707  -0.1036  -0.32
N  0.1627  1.1152  0.3785  -0.07
H  -0.8826  2.9310  1.5257  0.13
H  1.3202  0.6655  1.9350  0.05
O  -1.7198  -0.2088  0.2603  0.16
H  1.7617  -1.3253  -2.0351  0.18

Forces on atoms 1 to 2 (eV/Å):
-1.74 -2.96 -0.22
-1.44 -3.62 -1.63



A structure of composition C34H35HgN2O. Source: the Open Molecules 2025 dataset; level of theory: the ωB97M-V functional and the def2-TZVPD basis.

Output
HOMO ... -3.11 eV
Charge ... -1
E_LUMO ... 0.0838 Eh
Gap between HOMO and LUMO ... 5.388 eV

Last column: Löwdin charge in e.
Element x y z (Å)
H  -1.7488  -2.5745  -4.0222  0.08
C  2.0799  1.0739  0.0293  -0.23
C  0.6165  -1.6235  5.7009  -0.11
C  -2.1655  -0.5624  -2.2862  -0.05
N  -0.6939  0.3757  2.8672  0.00
H  -0.1718  2.6286  -4.7701  0.13
H  0.1698  -1.2610  7.7991  0.07
C  2.9234  -0.2137  -5.3263  -0.08
C  -3.3993  -2.7044  -1.7305  -0.05
H  -2.4515  5.3123  2.1322  0.08
H  -2.6223  -0.0316  -1.4286  0.13
H  4.8073  2.0684  -3.6359  0.10
C  0.1203  1.9470  -3.9645  -0.13
C  2.0165  0.8612  1.4651  -0.22
C  -0.9196  0.1950  -2.7071  -0.44
H  1.8764  1.6514  2.2127  0.09
C  -0.9775  4.0597  3.1872  -0.12
C  -0.4709  2.7833  3.3120  -0.09
H  -2.1613  1.2106  0.8258  0.06
H  -3.3238  -3.7094  -1.2864  0.10
C  1.6513  0.2797  -5.0229  -0.05
H  2.4881  2.9356  -3.1044  0.11
C  -1.0329  1.6897  2.6049  -0.34
H  -3.1400  3.4910  0.5852  0.09
C  -1.2524  -2.2351  -0.6458  -0.31
C  -2.4053  3.2887  1.3788  -0.14
H  3.0062  -1.0918  -5.9620  0.10
C  4.0609  0.4316  -4.8267  -0.10
H  2.5701  -0.9362  2.7033  0.08
C  0.1476  -3.0146  1.0295  -0.17
O  0.0974  0.2598  -1.9968  -0.01
C  2.6421  2.0481  -3.7154  -0.04
H  -2.8865  -0.4546  -3.1085  0.11
H  -1.1358  -2.2321  2.7315  0.09
C  3.9182  1.5647  -4.0169  -0.09
C  -1.9251  2.0095  1.5310  -0.07
H  1.2526  -2.5088  5.8750  0.09
C  -0.8063  0.2154  6.5243  -0.13
C  2.6759  -0.1019  -0.5585  -0.20
C  -0.9926  0.6216  5.2246  -0.07
C  -1.7435  -1.7283  0.6256  -0.18
H  0.3520  2.5966  4.0071  0.11
H  3.3264  -2.0489  0.3630  0.08
H  -1.6053  0.7928  -4.5858  0.14
H  -3.9287  -2.8202  -2.6843  0.07
C  -0.9132  -2.2901  1.6612  -0.19
N  -0.9290  0.9251  -3.8470  0.07
C  2.4639  -0.4781  1.7181  -0.21
C  -2.0114  -2.0733  -1.9384  -0.51
C  -1.2696  -2.7948  -3.0621  -0.05
H  -1.6244  1.4725  4.9842  0.10
H  0.1378  2.5034  -3.0193  0.13
H  -0.2203  -2.4731  -3.1050  0.09
H  -1.2958  0.7936  7.3274  0.10
C  -1.9816  4.3165  2.2293  -0.15
H  0.7466  -0.1852  -5.4217  0.11
C  -0.4091  -0.0531  4.1360  -0.31
H  3.0380  -0.1756  -1.5916  0.08
C  -0.0025  -0.9116  6.7754  -0.14
C  2.8694  -1.0604  0.4693  -0.19
Hg  0.1224  -0.2699  0.5051  1.25
H  5.0530  0.0511  -5.0755  0.10
H  -1.3031  -3.8781  -2.8896  0.09
H  -0.6462  4.8490  3.8467  0.09
H  -2.6873  -1.2255  0.7669  0.09
C  0.4119  -1.1839  4.4020  -0.08
C  -0.1011  -3.0352  -0.3814  -0.12
H  0.9937  -3.4612  1.5377  0.08
H  0.4882  -3.5594  -1.1360  0.09
H  1.9438  2.0457  -0.4561  0.08
H  -4.0389  -2.1087  -1.0644  0.08
H  0.8213  -1.6710  3.5117  0.07
C  1.5048  1.3924  -4.2125  -0.23

Forces on atoms 1 to 2 (eV/Å):
0.04 -0.11 -0.04
0.72 -0.37 0.07



A cluster of 2 separate species, C4H4Br2S in total. Source: the Open Molecules 2025 dataset; level of theory: the ωB97M-V functional and the def2-TZVPD basis.

Output
HOMO ... -9.04 eV
SMILES ... SC#CBr.C=CBr
E_LUMO ... 0.0128 Eh
Gap between HOMO and LUMO ... 9.388 eV

Last column: Löwdin charge in e.
Element x y z (Å)
C  -1.0081  -1.4038  -0.0307  -0.67
C  -1.8333  -0.9612  0.7569  -0.70
H  0.1083  2.0082  -1.1342  0.01
Br  -2.4266  -0.1372  2.2700  0.74
C  0.9851  1.1114  0.4030  -0.68
S  -0.3391  -2.1436  -1.3949  0.75
H  -0.7245  -3.4256  -1.0148  -0.08
H  0.0101  0.8011  0.9366  0.02
C  0.9854  1.7588  -0.7477  -0.07
H  1.7921  2.0600  -1.3623  0.05
Br  2.4506  0.3319  1.3181  0.63

Forces on atoms 1 to 2 (eV/Å):
-1.72 0.09 0.31
1.26 0.11 0.13



A structure of composition C36H90CdClNO10. Source: the Open Molecules 2025 dataset; level of theory: the ωB97M-V functional and the def2-TZVPD basis.

Output
HOMO ... -6.53 eV
E_LUMO ... 0.0139 Eh
Gap between HOMO and LUMO ... 6.908 eV

Last column: Löwdin charge in e.
Element x y z (Å)
H  3.1366  6.2825  0.8344  0.09
C  4.1837  1.9387  -3.8580  -0.45
O  3.7830  0.8262  -4.5327  -0.07
O  2.8220  6.6814  0.0199  -0.06
C  -2.2500  4.0273  3.1169  -0.04
H  3.0338  0.9761  3.0532  0.10
H  -4.3295  0.3116  3.0264  0.04
O  1.7719  -0.7074  -3.8515  -0.09
H  -1.9323  3.1756  3.7184  0.07
H  1.2893  4.7074  1.0730  0.07
H  3.2534  -1.4858  -6.0625  0.07
H  -0.1242  1.3554  -4.4567  0.06
C  -1.6962  -1.3059  4.0284  -0.06
H  5.1883  -1.0873  2.5963  0.11
H  2.5235  -0.1247  -3.9830  0.03
H  5.3479  0.3875  -2.7581  0.08
O  -1.9737  -1.6602  -0.3721  -0.19
H  0.4982  -2.8889  2.6833  0.06
H  0.0306  -1.1086  2.4329  0.05
H  -3.8695  5.9257  1.9473  0.09
H  3.1063  -3.8374  -3.6828  0.08
H  4.7970  -0.9227  0.1841  0.06
H  -5.5281  1.0317  5.0338  0.13
H  0.4403  -0.4578  -2.7418  0.04
C  -3.7214  3.9081  2.6916  -0.50
H  4.5644  0.8308  -0.1712  0.07
H  -3.2886  4.7972  0.8536  0.07
C  -1.7280  -0.9618  -4.0144  -0.06
C  2.1542  1.2935  0.7150  -0.08
C  -7.4748  0.0318  4.5909  -0.05
O  -6.4373  1.8936  3.4378  -0.06
C  -3.3055  -3.0601  1.0576  -0.03
O  -0.7096  -0.6111  2.0778  -0.17
H  -4.2249  -0.3788  -0.9628  0.08
O  -0.3377  -0.3631  -2.1875  -0.21
H  -4.3866  -2.0911  -1.3003  0.09
H  1.2400  6.8086  -2.1174  0.08
H  3.1929  3.3699  -2.5027  0.07
H  0.2921  5.9805  0.3794  0.08
C  1.9636  5.9935  -2.1218  -0.05
H  -0.5058  2.1137  -2.9556  0.05
H  -3.3570  2.4198  1.5407  -0.02
C  -3.2144  -1.6375  0.4244  -0.42
H  -4.4332  4.1313  3.4863  0.14
H  -1.7567  2.0246  -4.2239  0.08
H  1.5084  1.1993  -0.1580  0.02
C  -4.3646  -1.3544  -0.4972  -0.04
C  -4.0401  4.8948  1.6370  -0.07
N  2.0666  -1.2159  1.2566  -0.15
C  -0.2251  -4.7824  -0.7755  -0.05
C  -6.1354  0.7209  4.1837  -0.46
H  -7.8964  -0.4161  3.6910  0.07
H  -5.7746  -0.2675  2.3087  0.08
H  -0.6783  -5.7693  -0.6817  0.09
H  1.5308  5.2150  -2.7501  0.07
H  0.9573  -2.5642  -4.1992  0.11
Cl  -1.4651  1.9376  0.0994  -0.07
H  3.7663  -4.2249  1.6584  0.08
C  2.9416  -2.7964  -3.4051  -0.04
O  -3.9711  2.5948  2.2576  -0.10
C  -0.2473  0.6905  4.0259  -0.04
H  6.2908  1.5241  -3.6763  0.07
C  -1.3978  0.1139  -3.0889  -0.44
H  -4.0638  -3.1269  1.8378  0.08
C  4.0746  -0.1286  -0.0047  -0.04
H  -2.3148  0.3232  -2.5381  0.11
H  -0.7901  -6.1942  -3.0567  0.09
H  -4.9949  4.7431  1.1338  0.09
H  4.5083  -0.6228  4.1439  0.11
H  2.5675  -1.6050  4.0637  0.11
H  4.5057  1.0348  2.2830  0.11
H  -2.2779  -1.1124  4.9297  0.09
H  -2.1315  4.8998  3.7594  0.08
H  2.6336  -2.6783  -2.3662  0.06
H  -3.1545  -0.8842  1.2098  0.11
H  4.5348  -2.8368  1.0787  0.06
C  3.0552  2.3449  -2.8471  0.00
C  2.2370  5.5994  -0.6527  -0.50
H  -2.3796  -1.8971  3.4189  0.06
C  1.9240  -2.0746  -4.3172  -0.42
C  3.2576  -1.9985  3.3174  -0.13
C  1.4034  -3.4091  2.3701  -0.03
H  1.2393  -4.1606  1.5979  0.06
H  0.2113  1.5141  3.4786  0.06
H  2.8363  6.4038  -2.6299  0.08
H  -7.3926  -0.7207  5.3752  0.07
H  -2.3268  -3.2218  1.5095  0.07
C  0.9672  5.1603  0.1354  -0.05
H  0.7666  -5.5220  -3.1733  0.08
H  -2.6380  -0.6935  -4.5513  0.10
H  1.5868  -1.6777  -6.4238  0.07
H  2.4507  -3.0829  -6.1971  0.08
H  3.0450  1.6529  -2.0051  0.05
H  2.7803  2.1744  0.5730  0.08
H  -1.9816  -2.4924  -0.8506  0.04
H  3.1278  -3.3824  0.1742  0.07
C  3.6774  0.3442  2.4411  -0.15
H  -0.6780  -4.2123  0.0357  0.06
C  3.5409  -3.2733  1.1770  -0.05
H  -1.9308  -1.8310  -3.3887  0.07
H  3.6072  -0.4796  -0.9247  0.06
H  3.8724  -2.2497  -3.5565  0.08
Cd  -0.5003  -0.2179  -0.0952  1.21
H  -3.5185  -3.7916  0.2781  0.08
H  -0.3990  -4.8205  -4.2313  0.09
H  1.7030  -4.0604  3.1911  0.08
H  -1.5872  4.2529  2.2815  0.06
H  4.4435  0.6061  -5.1936  0.12
H  5.5732  2.1145  -2.2348  0.08
C  2.3783  -2.0750  -5.7884  -0.04
H  0.8569  -4.8576  -0.6670  0.08
H  3.0424  4.8666  -0.6020  0.11
O  -1.9983  -4.0096  -2.1529  -0.09
H  4.4405  2.7164  -4.5773  0.14
C  2.5522  -2.4501  1.9890  -0.48
H  2.0360  2.2224  -3.2135  0.07
H  -2.5098  -4.8071  -2.3077  0.10
H  -8.2753  0.6907  4.9273  0.07
C  -5.2816  -0.1576  3.2745  -0.07
C  -1.3046  -0.1128  3.2203  -0.49
H  -2.2177  0.4702  3.0995  0.11
C  2.9664  0.0124  1.0946  -0.43
H  -0.8685  -1.8991  4.4172  0.09
H  -0.9470  -1.2114  -4.7327  0.08
O  1.2775  -1.4880  0.0737  -0.36
H  0.0497  -3.3423  -2.1858  0.12
H  0.6822  0.1409  4.1750  0.06
H  -5.3000  -1.2998  0.0597  0.08
C  -0.2857  -5.2443  -3.2334  -0.05
H  -0.5313  1.1261  4.9838  0.08
H  -5.0740  -1.1479  3.6797  0.08
H  0.4516  4.4561  -0.5176  0.05
C  4.2530  -0.8778  3.1153  -0.20
H  -5.6097  2.1005  2.9975  0.03
C  -0.5518  -4.2506  -2.1479  -0.46
C  5.3927  1.4323  -3.0655  -0.05
H  3.8192  -2.8550  3.6905  0.12
H  1.5280  1.6148  1.5474  0.05
C  -0.9357  1.4936  -3.7422  -0.03

Forces on atoms 1 to 2 (eV/Å):
0.15 0.44 0.26
0.18 0.39 2.75



A structure of composition C5H8BeLiO4. Source: the Open Molecules 2025 dataset; level of theory: the ωB97M-V functional and the def2-TZVPD basis.

Output
HOMO ... -11.86 eV
Charge ... +1
E_LUMO ... -0.2020 Eh
Gap between HOMO and LUMO ... 6.366 eV

Last column: Löwdin charge in e.
Element x y z (Å)
C  -1.9235  1.3573  -0.0354  -0.20
O  -2.9252  0.4023  0.2983  -0.06
H  1.5149  -1.0713  -2.3745  0.12
C  -0.7600  1.6314  0.9021  -0.32
C  2.1904  -1.4716  -1.6100  0.00
H  -1.0644  2.4628  1.5655  0.12
C  2.2416  -0.6200  -0.4019  -0.14
H  1.8445  -2.4788  -1.3268  0.11
C  -2.5837  -0.9277  0.4514  -0.34
H  -2.4554  2.3071  -0.1890  0.14
H  3.1975  -0.0866  -0.2609  0.15
O  -0.2580  0.5814  1.6385  -0.42
O  1.5758  -0.9034  0.6358  -0.10
Li  1.3774  0.2352  2.4157  0.80
Be  -0.4004  -1.1328  0.8884  0.71
H  -1.4886  1.0897  -1.0140  0.12
O  -3.5006  -1.7108  0.2697  0.04
H  0.2037  1.9194  0.1481  0.16
H  3.2139  -1.5836  -2.0009  0.11

Forces on atoms 1 to 2 (eV/Å):
0.14 -0.20 -1.31
0.97 0.00 0.80